The following is a quantum chemistry calculation of a structure of composition C3H3CdFO3 at a distorted geometry, from the OMol25 dataset.

Computed properties:
* energy above the lowest of the compared OMol25 structures with the same formula, charge and spin: 0.540 eV
* gap between HOMO and LUMO (spin up / spin down): 4.57 / 8.25 eV
* charge: +1
* 2S+1: 2

```
11
Properties=species:S:1:pos:R:3:nbo_charge:R:1
C -0.1068 -1.4587 0.1369 0.328
C 0.8465 -0.5878 0.8427 -0.179
F -1.2370 -1.7383 0.8118 -0.298
H 0.0825 -2.0165 -0.7800 0.195
H 1.7482 -0.4333 0.2422 0.237
H 0.9698 -0.8321 1.9014 0.259
O 0.1330 0.9115 0.9468 -0.473
C -0.3954 1.2987 -0.1576 0.968
O -0.4725 2.5131 -0.5081 -0.794
O -0.5305 0.4160 -1.1194 -0.858
Cd -1.0379 1.9275 -2.3166 1.617
```

***

The following is a quantum chemistry calculation of a structure of composition C16H34AsBCrNO6S2Si3, from the OMol25 dataset.

Computed properties:
* energy above the lowest of the compared OMol25 structures with the same formula, charge and spin: 2.095 eV
* gap between HOMO and LUMO (spin up / spin down): 8.42 / 8.50 eV
* charge: -1
* 2S+1: 5

```
65
Properties=species:S:1:pos:R:3:nbo_charge:R:1
Cr -0.8578 -1.3962 0.6900 1.226
O -3.1569 0.6904 -2.3949 -0.943
S -1.9072 0.3813 -1.7288 1.789
O -0.7221 0.5181 -2.6260 -0.998
O -1.8835 -1.4678 -1.6384 -0.787
C -3.1016 -2.0712 -1.6185 0.326
C -3.8901 -2.0982 -2.7645 -0.238
C -5.1354 -2.7085 -2.7517 -0.214
C -5.6070 -3.3136 -1.5975 -0.230
C -4.8202 -3.3133 -0.4539 -0.235
C -3.5806 -2.6975 -0.4662 0.173
S -3.2512 -1.4664 1.8535 1.760
O -2.8095 -2.7389 0.6921 -0.764
O -2.7093 -0.3367 1.0258 -1.017
O -2.2085 -1.7880 2.8368 -0.976
H -3.5101 -1.6162 -3.6537 0.234
H -5.7385 -2.7107 -3.6509 0.206
H -6.5779 -3.7919 -1.5838 0.205
H -5.1505 -3.7956 0.4572 0.219
B 2.2381 -4.9628 0.2742 -0.572
C 1.2538 -3.7317 0.4129 0.435
N 0.5367 -2.8331 0.5283 -0.713
H 1.9635 -5.5222 -0.7651 0.010
H 3.3630 -4.5017 0.2623 0.001
H 2.0481 -5.6698 1.2412 0.007
C 2.0512 -0.3664 3.2104 -1.115
Si 2.6176 0.3284 1.5631 1.468
C 3.6489 -0.9521 0.6871 -1.129
C 3.7215 1.7948 1.9176 -1.127
As 0.6280 0.6321 0.3320 -0.658
Si -0.4781 2.4140 1.4292 1.482
C -1.0634 1.8608 3.1118 -1.127
C 0.6811 3.8685 1.6697 -1.129
C -1.9184 3.0233 0.4168 -1.134
Si 1.1728 1.3394 -2.0092 1.616
C 2.8647 2.1049 -1.4753 -1.153
C 1.8800 -0.0665 -3.0176 -1.132
C 0.4850 2.9526 -2.6841 -1.127
H 2.8739 -0.9322 3.6581 0.238
H 1.2016 -1.0451 3.1118 0.231
H 1.7625 0.4212 3.9102 0.230
H 4.4670 -1.2599 1.3457 0.236
H 4.0862 -0.5726 -0.2389 0.236
H 3.0715 -1.8412 0.4389 0.263
H 4.5016 1.4144 2.5865 0.233
H 3.2231 2.6211 2.4213 0.233
H 4.1995 2.1843 1.0205 0.246
H -0.2292 1.7887 3.8123 0.231
H -1.5656 0.8928 3.0934 0.256
H -1.7657 2.6089 3.4926 0.233
H 1.3675 3.7026 2.5005 0.230
H 0.0821 4.7545 1.9055 0.233
H 1.2738 4.0911 0.7802 0.240
H -2.6081 2.2349 0.1174 0.264
H -1.5762 3.5371 -0.4852 0.240
H -2.4727 3.7399 1.0323 0.230
H 3.5829 1.3557 -1.1319 0.213
H 2.7671 2.8566 -0.6869 0.211
H 3.3149 2.6044 -2.3431 0.217
H 2.4113 -0.7308 -2.3294 0.239
H 2.6237 0.3355 -3.7125 0.226
H 1.1509 -0.6583 -3.5644 0.250
H 0.6156 3.7269 -1.9224 0.225
H -0.5516 2.9418 -3.0117 0.242
H 1.1165 3.2356 -3.5329 0.234
```

***

The following is a quantum chemistry calculation of the molecule C4H10S2 at a distorted geometry, from the OMol25 dataset.

Computed properties:
* SMILES: CCSCCS
* energy above the lowest of the compared OMol25 structures with the same formula, charge and spin: 1.482 eV
* gap between HOMO and LUMO: 9.12 eV

```
16
Properties=species:S:1:pos:R:3:nbo_charge:R:1
C -2.2386 -1.0378 0.3705 -0.625
C -1.8387 -0.0175 -0.8088 -0.507
S -0.0268 0.0430 -1.0946 0.168
C 0.7411 0.8088 0.3813 -0.539
C 2.1864 0.7058 -0.1043 -0.543
S 2.6508 -1.0357 -0.4683 -0.042
H -2.2288 -0.5599 1.4114 0.208
H -3.2395 -1.3509 0.1803 0.211
H -1.5523 -1.9028 0.4389 0.222
H -2.0986 0.9162 -0.4921 0.200
H -2.0974 -0.1907 -1.8878 0.232
H 0.3818 1.8891 0.4749 0.218
H 0.4938 0.3265 1.3854 0.225
H 2.4561 1.2850 -0.9661 0.228
H 2.7767 1.1556 0.6870 0.226
H 3.6341 -1.0347 0.4922 0.121
```

***

The following is a quantum chemistry calculation of a structure of composition C2H2FN2O4 at a distorted geometry, from the OMol25 dataset.

Computed properties:
* energy above the lowest of the compared OMol25 structures with the same formula, charge and spin: 0.450 eV
* gap between HOMO and LUMO: 9.28 eV
* charge: -1

```
11
Properties=species:S:1:pos:R:3:nbo_charge:R:1
C -0.5276 -1.3975 0.7035 0.686
C 0.6700 -0.7574 0.2407 -0.166
N 0.5765 1.1359 -0.1446 -0.005
N -0.3967 1.4082 -1.0351 0.588
O -1.6613 -0.9641 0.8727 -0.665
O 0.0405 -2.5529 0.9705 -0.717
O -0.2764 0.6953 -2.0494 -0.486
O -1.2130 2.2431 -0.8009 -0.404
F 0.4061 1.8114 1.0381 -0.248
H 0.9947 -1.1180 -0.6974 0.223
H 1.3873 -0.5041 0.9018 0.195
```

***

The following is a quantum chemistry calculation of the molecule C6H8NOPS at a distorted geometry, from the OMol25 dataset.

Computed properties:
* SMILES: N[P@@](O)(=S)c1ccccc1
* energy above the lowest of the compared OMol25 structures with the same formula, charge and spin: 0.260 eV
* gap between HOMO and LUMO: 9.60 eV

```
18
Properties=species:S:1:pos:R:3:nbo_charge:R:1
N 1.9149 0.4908 2.1709 -1.212
P 2.3026 0.4906 0.5365 1.607
O 2.5352 2.0108 -0.0452 -0.936
S 3.7780 -0.7087 0.2618 -0.563
C 0.3112 0.0886 -0.1984 -0.190
C -0.6971 -0.4155 0.6164 -0.237
C -1.8738 -0.6879 -0.0825 -0.204
C -2.0778 -0.3495 -1.4114 -0.212
C -0.9737 0.1695 -2.1814 -0.196
C 0.1743 0.4070 -1.5158 -0.261
H 2.5650 -0.0366 2.7408 0.418
H 1.4265 1.2006 2.7250 0.416
H 2.7001 1.7414 -0.9019 0.481
H -0.5132 -0.7047 1.5987 0.232
H -2.7460 -1.0098 0.4059 0.206
H -3.1194 -0.6795 -1.6660 0.226
H -1.1186 0.6844 -3.1297 0.220
H 0.9829 0.8450 -2.0924 0.205
```

***

The following is a quantum chemistry calculation of the molecule H3OPS2 at a distorted geometry, from the OMol25 dataset.

Computed properties:
* SMILES: OP(S)S
* energy above the lowest of the compared OMol25 structures with the same formula, charge and spin: 4.688 eV
* gap between HOMO and LUMO: 5.13 eV

```
7
Properties=species:S:1:pos:R:3:nbo_charge:R:1
O 1.2999 -0.3930 1.2509 -1.045
P 0.0709 -0.0371 0.1486 0.952
S 0.4243 0.1924 -1.8966 -0.383
S -1.9307 0.1785 0.7473 -0.371
H 0.9022 -0.7540 2.0863 0.492
H 1.7472 0.4800 -1.8624 0.176
H -2.5138 0.3330 -0.4741 0.179
```

***

Among the records above, which one has the highest energy above the lowest of the compared OMol25 structures with the same formula, charge and spin?
H3OPS2

***

What is the energy above the lowest of the compared OMol25 structures with the same formula, charge and spin in the third record?
1.482 eV

***

Which value of energy above the lowest of the compared OMol25 structures with the same formula, charge and spin does entry 4 give?
0.450 eV

***

Look up the energy above the lowest of the compared OMol25 structures with the same formula, charge and spin of the sixth one.
4.688 eV